Entry from the Open Molecules 2025 dataset: an isolated molecule of C4H6O2 at a distorted geometry (wB97M-V/def2-TZVPD).

Structure (ORCA input):
```
! wB97M-V def2-TZVPD RIJCOSX def2/J DEFGRID3
* xyz 0 1
O 1.832 -0.026 -1.055
O -0.241 -0.120 -1.952
C -1.591 -0.139 0.649
C 0.351 -0.090 -0.921
C 2.058 1.013 -0.355
C -0.129 -0.405 0.453
H -2.173 -0.695 -0.089
H 0.075 -1.474 0.608
H 0.461 0.121 1.206
H 3.075 1.299 -0.702
H -1.801 0.924 0.501
H -1.917 -0.408 1.655
*
```

Computed properties:
- LUMO energy (eV) = 0.551
- orbital gap (eV) = 9.59

In elementary charge units, the natural (NBO) charges are:
1. O -0.479
2. O -0.506
3. C -0.600
4. C 0.803
5. C 0.077
6. C -0.536
7. H 0.220
8. H 0.240
9. H 0.259
10. H 0.087
11. H 0.217
12. H 0.219

Entry from the Open Molecules 2025 dataset: a structure of composition C12H12BClN8O4Pd (wB97M-V/def2-TZVPD).

Structure (ORCA input):
```
! wB97M-V def2-TZVPD RIJCOSX def2/J DEFGRID3
* xyz -1 2
Pd -0.051 0.340 0.156
Cl 0.886 2.346 -1.897
O -0.111 2.761 -0.924
O 2.071 3.138 -1.770
O 0.360 2.424 -3.226
O 1.217 0.933 -1.595
N -1.300 -3.641 2.729
N -0.757 -3.916 3.937
N -1.184 -1.933 -0.590
N 0.714 -2.254 1.969
N -1.123 -2.879 0.371
N 1.259 -1.214 1.304
N -1.595 -1.213 2.275
N -1.413 0.012 1.743
C -2.507 -1.140 3.266
C -2.216 0.844 2.384
C -1.264 -2.580 -1.740
C -1.227 -3.971 -1.544
C 2.570 -1.354 1.377
C -1.598 -4.741 4.534
C 1.689 -3.059 2.442
C 2.904 -2.515 2.090
C -2.491 -4.273 2.591
C -1.134 -4.113 -0.181
C -2.726 -5.000 3.731
C -2.940 0.163 3.370
B -0.805 -2.488 1.833
H -1.263 -4.753 -2.283
H -3.080 -4.150 1.697
H -3.664 0.560 4.060
H -2.778 -2.007 3.844
H -3.572 -5.630 3.948
H 1.445 -3.936 3.014
H -1.062 -4.997 0.430
H -2.226 1.886 2.110
H -1.366 -5.120 5.517
H 3.209 -0.620 0.914
H -1.311 -2.021 -2.662
H 3.883 -2.896 2.323
*
```

Computed properties:
- LUMO energy (alpha / beta) (eV) = 2.869 / 2.869
- <S²> = 0.75
- orbital gap (alpha / beta) (eV) = 7.75 / 7.64

In elementary charge units, the natural (NBO) charges are:
1. Pd 0.727
2. Cl 2.537
3. O -0.867
4. O -0.838
5. O -0.837
6. O -0.896
7. N -0.368
8. N -0.277
9. N -0.284
10. N -0.351
11. N -0.365
12. N -0.317
13. N -0.332
14. N -0.303
15. C -0.016
16. C -0.032
17. C -0.051
18. C -0.367
19. C -0.037
20. C -0.065
21. C -0.018
22. C -0.373
23. C -0.038
24. C -0.045
25. C -0.374
26. C -0.368
27. B 0.941
28. H 0.216
29. H 0.231
30. H 0.220
31. H 0.224
32. H 0.220
33. H 0.234
34. H 0.217
35. H 0.215
36. H 0.198
37. H 0.214
38. H 0.208
39. H 0.217

Entry from the Open Molecules 2025 dataset: the ion C4H3N4O2S2 with charge -1 at a distorted geometry (wB97M-V/def2-TZVPD).

Structure (ORCA input):
```
! wB97M-V def2-TZVPD RIJCOSX def2/J DEFGRID3
* xyz -1 1
S -1.511 2.248 2.312
S -1.163 0.427 -2.437
O 1.616 -1.053 2.386
O 2.247 0.297 0.654
N -0.019 0.112 1.314
N 0.160 -1.776 -2.411
N 0.299 -1.377 -1.140
N -0.337 0.579 0.092
C -0.302 -0.192 -0.948
C -0.524 1.077 2.628
C 1.547 -0.301 1.416
C -0.389 -0.928 -3.153
H -1.064 1.286 0.069
H -0.535 -1.123 -4.172
H -0.025 0.724 3.392
*
```

Computed properties:
- SMILES string = O=C([O-])N(C=S)Nc1nncs1
- LUMO energy (eV) = 2.739
- orbital gap (eV) = 6.89

In elementary charge units, the natural (NBO) charges are:
1. S -0.071
2. S 0.200
3. O -0.738
4. O -0.691
5. N -0.357
6. N -0.228
7. N -0.352
8. N -0.443
9. C 0.303
10. C -0.097
11. C 0.903
12. C -0.194
13. H 0.386
14. H 0.189
15. H 0.189

Entry from the Open Molecules 2025 dataset: a structure of composition C20H25BrN17O2Sc at a distorted geometry (wB97M-V/def2-TZVPD).

Structure (ORCA input):
```
! wB97M-V def2-TZVPD RIJCOSX def2/J DEFGRID3
* xyz 2 1
Br -0.207 3.938 6.057
Sc 0.765 1.068 -0.596
O 1.042 2.638 1.104
O -0.259 0.391 1.202
N -0.159 4.438 -2.345
N 0.869 2.621 -1.868
N 3.074 3.206 -2.507
N -0.873 0.152 -1.570
N 3.751 0.356 -0.666
N -1.835 -1.275 4.420
N -0.332 3.272 -1.838
N -2.803 0.028 -3.042
N 1.145 4.618 -2.704
N -4.437 -0.332 -4.567
N 4.721 0.442 -1.497
N 4.648 1.444 -2.368
N -2.680 -1.809 -4.490
N 1.597 -1.310 -0.952
N 2.980 1.401 -0.915
N -2.532 -0.840 2.331
N 4.757 -2.314 -2.292
C 3.386 -2.804 -2.009
C -1.005 1.655 4.586
C 1.747 3.900 1.016
C 2.278 -1.740 -2.207
C -1.759 0.028 -2.333
C -3.856 -4.368 3.963
C -3.013 -3.500 4.629
C -4.329 -4.085 2.671
C 0.374 2.395 2.296
C 3.562 2.058 -1.968
C -1.057 0.845 3.455
C -0.345 1.223 2.337
C 0.407 3.220 3.399
C -3.286 -0.713 -4.031
C -3.961 -2.930 2.003
C -1.816 -0.418 3.460
C -3.105 -2.070 2.681
C -2.644 -2.327 3.973
C 1.733 3.500 -2.390
C -0.278 2.828 4.545
H -2.991 -0.196 1.702
H -1.799 -2.092 -4.112
H 3.370 -3.140 -0.972
H 0.952 4.154 3.403
H -4.173 -5.284 4.448
H 2.507 3.949 1.790
H 1.510 -2.141 -2.864
H -2.647 -3.708 5.629
H 0.903 -2.002 -0.713
H 5.221 -0.470 -1.720
H 5.432 -2.986 -1.944
H 2.217 3.932 0.044
H -4.853 -0.812 -5.345
H -4.867 0.513 -4.233
H 4.915 -2.258 -3.291
H 1.040 4.719 1.107
H 3.155 -3.673 -2.624
H 3.646 3.739 -3.146
H -1.541 1.349 5.476
H -0.841 -0.382 1.370
H -5.002 -4.785 2.189
H 2.687 -0.863 -2.712
H 2.288 -1.347 -0.216
H -3.057 -2.344 -5.251
H -4.339 -2.706 1.010
*
```

Computed properties:
- LUMO energy (eV) = -5.517
- orbital gap (eV) = 7.50

In elementary charge units, the natural (NBO) charges are:
1. Br 0.150
2. Sc 1.848
3. O -0.545
4. O -0.753
5. N -0.013
6. N -0.594
7. N -0.580
8. N -0.733
9. N -0.010
10. N -0.400
11. N -0.098
12. N -0.615
13. N -0.308
14. N -0.728
15. N -0.115
16. N -0.251
17. N -0.758
18. N -0.860
19. N -0.452
20. N -0.614
21. N -0.862
22. C -0.242
23. C -0.176
24. C -0.247
25. C -0.228
26. C 0.686
27. C -0.205
28. C -0.199
29. C -0.182
30. C 0.237
31. C 0.486
32. C -0.114
33. C 0.275
34. C -0.270
35. C 0.680
36. C -0.248
37. C 0.339
38. C 0.089
39. C 0.134
40. C 0.464
41. C -0.073
42. H 0.423
43. H 0.415
44. H 0.205
45. H 0.257
46. H 0.235
47. H 0.212
48. H 0.210
49. H 0.242
50. H 0.392
51. H 0.479
52. H 0.395
53. H 0.209
54. H 0.422
55. H 0.441
56. H 0.380
57. H 0.221
58. H 0.206
59. H 0.460
60. H 0.267
61. H 0.547
62. H 0.230
63. H 0.196
64. H 0.397
65. H 0.425
66. H 0.218

| no. | DFT total energy (eV) |
| --- | --- |
| 1 | -8336.89872 |
| 2 | -49425.29295 |
| 3 | -35920.69683 |
| 4 | -141304.66415 |